The following is a DFT calculation (ωB97M-V/def2-TZVPD) of a single C14H21NO2 molecule.

XYZ file:
```
38
Properties=species:S:1:pos:R:3
O 4.798 -1.484 -0.639
O -1.012 3.391 -0.297
N -0.496 1.201 -0.153
C -1.824 0.702 -0.421
C 3.468 -0.180 0.940
C -0.200 2.515 -0.093
C -5.548 -1.912 -0.573
C 2.694 1.399 -1.200
C -4.091 -1.465 -0.537
C 2.206 1.694 0.072
C -3.838 -0.479 0.602
C -2.367 -0.097 0.765
C 2.606 0.888 1.129
C 3.949 -0.464 -0.332
C 3.550 0.340 -1.402
C 5.255 -2.315 0.399
C 1.253 2.830 0.277
H -6.204 -1.055 -0.708
H 3.932 0.110 -2.384
H -1.799 0.080 -1.322
H 3.757 -0.776 1.792
H -3.839 -1.000 -1.491
H 1.244 3.140 1.325
H 5.920 -3.037 -0.072
H 2.395 2.013 -2.037
H -5.716 -2.606 -1.393
H 5.813 -1.748 1.152
H -3.447 -2.339 -0.408
H -2.452 1.576 -0.608
H 0.231 0.527 0.038
H -4.184 -0.928 1.536
H -5.819 -2.407 0.357
H 1.546 3.696 -0.319
H -4.426 0.426 0.434
H -2.259 0.513 1.664
H 2.243 1.097 2.126
H 4.429 -2.847 0.883
H -1.767 -1.001 0.898
```

Results
LUMO: 0.7 eV
Kohn-Sham gap: 9.2 eV
Spin multiplicity: 1
SMILES: CCCCCNC(=O)Cc1ccc(OC)cc1

Here are the Löwdin charges for atoms 1 to 8, given in e:
1 O -0.085
2 O 0.052
3 N 0.068
4 C -0.181
5 C -0.018
6 C -0.494
7 C -0.118
8 C -0.029



The following is a DFT calculation (ωB97M-V/def2-TZVPD) of a molecular structure, C23H21AuI2N3O3Si in a non-equilibrium geometry.

XYZ file:
```
54
Properties=species:S:1:pos:R:3
Au -0.378 1.121 -0.109
I 4.421 5.176 0.100
I 8.228 1.589 -2.731
Si -2.567 1.201 -0.820
O -0.915 -1.055 2.007
O -0.186 -0.680 4.175
O 2.952 2.322 0.704
N 3.507 -0.217 -0.398
N 1.010 0.078 2.498
N 1.319 0.446 1.153
C 4.888 3.196 -0.421
C 3.757 -1.390 -0.921
C -3.238 -0.242 -3.200
C -3.970 1.444 1.800
C -5.563 -0.190 2.587
C -5.552 -0.904 1.397
C -2.141 -2.334 -3.759
C -1.480 -1.137 -1.695
C 4.711 -1.647 -1.933
C -1.353 -2.216 -2.604
C -3.826 0.678 0.593
C -1.402 -1.145 4.690
C 3.925 2.146 -0.118
C 4.241 0.805 -0.730
C 6.010 2.966 -1.308
C -2.462 -0.176 -2.020
C -3.041 -1.291 -4.104
C -4.742 0.908 2.812
C -4.701 -0.446 0.369
C 6.348 1.671 -1.783
C 5.368 0.623 -1.627
C 5.476 -0.581 -2.310
C -0.153 -0.581 2.807
H -6.014 -1.862 1.324
H -1.771 -2.143 4.435
H -4.419 1.131 3.862
H -0.798 -1.032 -0.854
H 2.109 1.133 1.006
H -0.740 -3.067 -2.310
H 6.583 3.823 -1.629
H 3.146 -2.203 -0.584
H -3.062 2.456 -1.321
H -6.041 -0.628 3.481
H -2.253 -0.378 4.427
H -4.160 0.322 -3.303
H -1.338 -1.100 5.767
H -4.660 -0.820 -0.633
H 4.754 -2.685 -2.214
H 1.600 -0.409 0.631
H -2.124 -3.142 -4.471
H -3.314 2.258 1.980
H 1.451 0.413 3.360
H 6.208 -0.686 -3.081
H -3.649 -1.521 -4.974
```

Results
Net charge: +1
LUMO (spin up / spin down): -3.3 / -5.9 eV
Expectation value of S²: 2.051
Kohn-Sham gap (spin up / spin down): 7.9 / 5.4 eV
Spin multiplicity: 3

Here are the Löwdin charges for atoms 1 to 8, given in e:
1 Au 0.759
2 I 0.980
3 I 0.991
4 Si 0.621
5 O 0.079
6 O -0.040
7 O -0.042
8 N 0.101



The following is a DFT calculation (ωB97M-V/def2-TZVPD) of a molecular structure, CF3NO3 in a non-equilibrium geometry.

XYZ file:
```
8
Properties=species:S:1:pos:R:3
F -1.387 0.886 0.922
F -1.458 0.557 -1.196
F -2.149 -0.975 0.151
O 2.429 -0.719 0.039
O 0.006 -0.626 0.028
O 1.480 1.198 -0.159
N 1.582 0.062 -0.041
C -1.222 -0.047 -0.023
```

Results
LUMO: -1.3 eV
Kohn-Sham gap: 11.2 eV
Spin multiplicity: 1

So, what does the Löwdin scheme give us? The charges, in e, come out as:
1 F 0.147
2 F 0.148
3 F 0.184
4 O 0.249
5 O 0.064
6 O 0.235
7 N -0.265
8 C -0.763



The following is a DFT calculation (ωB97M-V/def2-TZVPD) of a molecular structure, C42H41N14O4PTi.

XYZ file:
```
103
Properties=species:S:1:pos:R:3
Ti 0.409 -0.276 0.279
P 0.998 0.370 3.394
O -3.670 0.939 0.575
O 0.944 1.591 0.259
O 1.595 3.721 0.201
O -0.207 -1.991 1.095
N 3.221 -1.229 -4.723
N 4.207 -1.864 0.757
N 1.805 -2.805 -4.217
N 3.320 -1.409 -3.404
N 2.358 -1.161 -0.077
N 2.354 -2.079 -5.208
N 2.093 -2.800 -1.844
N 3.918 -2.689 -0.262
N 3.293 -0.956 0.865
N -1.298 2.206 -1.109
N -1.905 -0.231 -6.609
N 0.244 -0.856 -6.786
N -1.731 -0.369 0.735
N -0.035 -0.520 -1.798
C -1.658 1.173 3.578
C -0.247 -1.856 4.529
C -1.609 -0.483 -7.934
C 4.222 2.431 5.071
C 3.079 1.656 4.954
C -0.288 1.544 4.160
C -4.972 -1.607 1.878
C 4.885 2.873 3.933
C 3.251 1.751 2.570
C 0.064 2.947 3.645
C 2.432 -2.363 -3.136
C -2.478 2.492 -1.643
C 1.140 -1.212 4.428
C -1.461 -1.009 -3.635
C 4.394 2.533 2.684
C 0.294 -1.244 -9.281
C -1.165 -1.033 -2.292
C -2.413 -0.389 -9.070
C 0.819 0.072 -2.639
C -2.949 3.790 -1.780
C -4.202 -3.785 2.642
C -0.571 -0.413 -4.518
C -0.267 -0.897 -8.056
C 2.041 -2.136 3.599
C 0.785 2.848 -0.037
C 1.751 -1.115 5.829
C -0.397 1.594 5.684
C -0.543 3.207 -0.677
C -2.152 4.832 -1.335
C -1.469 -1.619 1.196
C -2.629 -2.265 1.683
C -3.673 -1.315 1.490
C -0.786 -0.480 -5.973
C 2.572 1.295 3.700
C -5.238 -2.839 2.455
C 0.574 0.173 -3.999
C -3.086 -0.108 0.881
C -1.858 -0.730 -10.289
C -2.906 -3.514 2.263
C -0.523 -1.156 -10.394
C 2.786 -2.240 -0.759
C -0.921 4.538 -0.771
H 0.931 3.365 4.158
H -4.438 -4.742 3.095
H -0.249 5.300 -0.402
H 2.798 -0.818 5.784
H 4.595 2.695 6.055
H -0.729 -1.924 3.553
H -3.077 1.646 -1.958
H -0.126 -1.419 -11.366
H 1.214 -0.431 6.485
H 1.094 -1.351 -6.424
H -0.792 3.611 3.807
H -6.246 -3.087 2.767
H 5.778 3.482 4.024
H 1.729 0.468 -2.208
H 2.583 1.335 5.856
H 0.538 1.885 6.160
H -5.756 -0.873 1.730
H 0.283 2.937 2.576
H 1.589 -2.360 2.633
H 3.021 -1.694 3.417
H -0.908 -1.314 5.207
H 4.891 2.876 1.785
H -3.442 -0.064 -8.984
H 1.323 -1.571 -9.355
H 2.183 -3.079 4.141
H -1.839 -1.473 -1.569
H 2.881 1.499 1.590
H -2.463 -0.669 -11.186
H -0.136 -2.874 4.917
H 2.015 -3.804 -1.800
H -1.666 1.299 2.497
H -2.117 -4.242 2.411
H -2.487 5.859 -1.420
H -0.724 0.641 6.101
H -2.366 -1.465 -4.013
H -2.422 1.835 4.000
H 1.305 0.642 -4.641
H 1.714 -2.111 6.287
H -1.948 0.144 3.795
H -3.923 3.971 -2.215
H -1.150 2.344 5.955
```

Results
Net charge: -2
LUMO (spin up / spin down): 4.1 / 4.1 eV
Expectation value of S²: 2.022
Kohn-Sham gap (spin up / spin down): 5.1 / 7.5 eV
Spin multiplicity: 3

Here are the Löwdin charges for atoms 1 to 8, given in e:
1 Ti 1.062
2 P 1.186
3 O -0.007
4 O -0.201
5 O 0.068
6 O -0.187
7 N -0.116
8 N -0.079



The following is a DFT calculation (ωB97M-V/def2-TZVPD) of a single C9H14N2S molecule in a non-equilibrium geometry.

XYZ file:
```
26
Properties=species:S:1:pos:R:3
S -0.649 -2.108 1.588
N -0.381 0.273 2.446
N 0.313 1.524 0.697
C 0.418 2.661 1.675
C 1.185 -2.244 -1.203
C 0.011 -1.367 -0.917
C -0.143 0.348 1.106
C -0.276 2.084 -0.532
C -0.596 -0.886 2.839
C -0.212 -0.875 0.446
C -1.271 -1.602 -1.621
C 1.140 -0.777 -1.638
H -1.501 -0.567 -2.136
H 1.101 -3.016 -1.894
H 0.846 3.430 1.078
H 1.172 -0.902 -2.707
H -0.966 -0.959 3.829
H 0.516 2.608 -1.145
H 2.001 -2.531 -0.549
H 1.283 2.329 2.291
H 1.877 -0.237 -1.172
H -1.033 2.841 -0.099
H -0.577 2.921 2.066
H -2.144 -1.876 -0.867
H -1.303 -2.391 -2.425
H -0.812 1.319 -1.155
```

Results
LUMO: 0.8 eV
Kohn-Sham gap: 8.3 eV
Spin multiplicity: 1
SMILES: CN(C)c1ncsc1C1(C)CC1

Here are the Löwdin charges for atoms 1 to 8, given in e:
1 S 1.048
2 N 0.037
3 N -0.187
4 C -0.058
5 C -0.085
6 C -0.598
7 C -0.389
8 C -0.060



The following is a DFT calculation (ωB97M-V/def2-TZVPD) of a single C4H9N molecule in a non-equilibrium geometry.

XYZ file:
```
14
Properties=species:S:1:pos:R:3
N 1.599 1.994 -0.343
C -0.256 0.316 0.029
C -0.310 -0.998 0.323
C -1.244 -2.003 -0.296
C 0.726 1.300 0.634
H -0.678 -2.905 -0.680
H 1.002 2.619 -0.892
H -0.949 0.729 -0.717
H 1.949 1.332 -1.030
H 1.356 0.762 1.340
H -2.000 -2.337 0.457
H 0.363 -1.327 1.121
H -1.753 -1.554 -1.160
H 0.195 2.071 1.215
```

Results
LUMO: 1.2 eV
Kohn-Sham gap: 10.3 eV
Spin multiplicity: 1
SMILES: C/C=C/CN

Here are the Löwdin charges for atoms 1 to 8, given in e:
1 N -0.020
2 C -0.135
3 C -0.186
4 C -0.120
5 C -0.295
6 H 0.084
7 H 0.060
8 H 0.103



Asked for energy relative to the best compared isomer or geometry (same formula, charge and spin) across the records above, the calculation gives 0.2762 0.7689 0.4145 0.0401 3.5129 0.4976 eV in order.